An isolated ion of composition C6H8N2O and charge +2 at a distorted geometry, computed with the ωB97M-V functional and the def2-TZVPD basis.

Geometry (Å):
1 C 0.458 0.298 -1.811
2 C 0.627 -0.733 -0.790
3 C -0.001 1.621 -1.608
4 C 0.373 1.999 0.712
5 C 0.175 -0.642 0.631
6 C -0.691 -1.904 1.078
7 N 0.256 2.260 -0.465
8 N -0.448 0.499 1.098
9 O -1.460 0.543 1.610
10 H 0.586 0.188 -2.928
11 H 1.040 -1.617 -1.087
12 H -0.307 2.139 -2.503
13 H 0.866 2.535 1.461
14 H 1.094 -0.755 1.202
15 H -1.643 -1.538 0.893
16 H -0.447 -2.159 2.121
17 H -0.479 -2.733 0.384

Atoms 1-3, force components in eV/Å:
C -0.25 -0.08 -1.02
C -1.42 3.41 -0.19
C 0.93 0.59 0.33

- 2S+1: 3
- Expectation value of S²: 2.01
- Maximum force: 5.40 eV/Å
- Total charge: +2
- Frontier orbital gap (alpha / beta): 0.2458 / 0.2399 Ha

Here are the Mulliken charges for atoms 1 to 2, given in e: C 0.0772; C -0.6238